Here is a cluster of 28 separate species, C36H72BrCl54NPS in total at a distorted geometry from OMol25. Energies are from ωB97M-V/def2-TZVPD.

Summary:
highest occupied orbital energy = -11.24 eV
frontier orbital gap = 0.262 hartree
LUMO = -4.11 eV
electronic energy = -29633.21203 Eh

```
! wB97M-V def2-TZVPD RIJCOSX def2/J DEFGRID3
* xyz 1 1
C -8.6786 2.4807 1.0482
C -8.1606 1.1818 1.7746
P -6.8908 0.1762 0.8353
C -7.6904 -0.1903 -0.8336
C -5.3489 1.1725 0.4237
N -5.4644 2.5238 -0.2012
C -4.2587 3.0891 -0.2661
S -2.9366 1.9392 0.2400
C -4.1370 1.1221 1.4227
C -4.1316 2.1150 2.6351
C -2.7008 2.2530 3.2912
C -2.0623 0.8538 3.6292
Br -0.7105 0.3024 2.2722
H -7.9000 3.2534 0.8676
H -9.4191 2.9511 1.7454
H -9.2648 2.2164 0.1423
H -7.8414 1.4739 2.7978
H -9.0550 0.5200 1.8863
H -8.6924 -0.6295 -0.6404
H -7.8693 0.7727 -1.3692
H -7.0080 -0.8584 -1.3916
H -4.9292 0.5894 -0.4478
H -6.2928 3.0115 -0.5433
H -4.0432 4.1202 -0.6035
H -3.8130 0.1186 1.7653
H -4.8079 1.7489 3.4509
H -4.4834 3.1436 2.3915
H -2.8094 2.8429 4.2346
H -1.9976 2.8304 2.6530
H -1.4857 0.9775 4.5716
H -2.8579 0.0894 3.7581
C -7.3892 3.3845 -3.6936
Cl -8.5974 3.1754 -2.4303
Cl -5.7958 3.7067 -2.9978
H -7.3359 2.4746 -4.2784
H -7.6754 4.2170 -4.3283
C -11.1012 0.4533 -4.6521
Cl -9.8853 0.2133 -3.3916
Cl -10.7595 1.9037 -5.6025
H -11.0978 -0.4094 -5.3123
H -12.0758 0.5592 -4.1850
C 3.2578 -0.1193 2.5965
Cl 3.9388 1.1097 1.5229
Cl 4.0222 -0.0771 4.1876
H 2.1944 0.0664 2.7131
H 3.4177 -1.0988 2.1548
C -6.3133 -1.5231 -5.2364
Cl -5.9776 0.2050 -5.3729
Cl -8.0423 -1.8696 -5.0616
H -5.9557 -2.0115 -6.1417
H -5.7891 -1.9112 -4.3664
C 5.5958 -3.5682 5.7037
Cl 7.2120 -4.2725 5.8169
Cl 4.8206 -3.9751 4.1674
H 4.9869 -3.9523 6.5165
H 5.6772 -2.4874 5.7795
C -6.0497 -4.6311 -2.3310
Cl -5.1005 -3.6859 -1.1714
Cl -5.0574 -5.8557 -3.1154
H -6.8603 -5.1214 -1.8035
H -6.4518 -3.9624 -3.0881
C -10.6517 -3.0382 0.2166
Cl -9.9034 -1.9862 1.4272
Cl -9.4870 -4.1887 -0.4459
H -11.4620 -3.5891 0.6843
H -11.0390 -2.4241 -0.5917
C -7.2310 -9.1555 -2.5255
Cl -5.9327 -9.3720 -3.7056
Cl -7.8589 -7.5018 -2.5583
H -8.0386 -9.8424 -2.7618
H -6.8442 -9.3665 -1.5329
C 3.8056 4.8272 1.3915
Cl 4.4848 6.0498 0.3115
Cl 4.5755 4.8693 2.9820
H 2.7429 5.0161 1.5111
H 3.9597 3.8467 0.9528
C 6.6754 2.3304 5.3210
Cl 6.1451 1.1555 6.5309
Cl 6.6135 3.9806 5.9559
H 7.6991 2.1003 5.0378
H 6.0239 2.2619 4.4529
C -4.2436 3.2708 -7.2117
Cl -3.9048 4.9997 -7.3448
Cl -5.9765 2.9652 -7.0232
H -3.8967 2.7729 -8.1125
H -3.7216 2.8761 -6.3465
C 10.6845 1.7974 6.2288
Cl 11.9101 0.7011 6.8760
Cl 9.8385 1.0900 4.8502
H 9.9593 2.0132 7.0099
H 11.1680 2.7110 5.9081
C 12.7664 3.8598 3.1612
Cl 11.0486 3.4909 2.9739
Cl 13.5934 2.5890 4.0713
H 13.2198 3.9431 2.1790
H 12.8699 4.7993 3.6953
C -9.8609 -9.2726 -5.7392
Cl -10.0145 -10.4215 -4.4025
Cl -11.3337 -8.3178 -5.9386
H -9.0318 -8.6011 -5.5328
H -9.6711 -9.8240 -6.6552
C 16.6775 4.1338 2.9451
Cl 15.6272 5.5263 2.6425
Cl 18.3631 4.6184 3.1453
H 16.3463 3.6355 3.8512
H 16.6071 3.4527 2.1021
C -2.2195 1.1072 -3.5607
Cl -0.5275 1.5626 -3.3220
Cl -2.5572 0.6554 -5.2336
H -2.4472 0.2616 -2.9172
H -2.8464 1.9519 -3.2964
C -4.9511 -5.5924 -7.4444
Cl -5.4957 -6.7383 -6.2164
Cl -4.8247 -3.9501 -6.7902
H -3.9774 -5.9062 -7.8048
H -5.6641 -5.5831 -8.2635
C 3.1493 0.9430 -4.4650
Cl 3.9735 2.0586 -5.5609
Cl 3.9233 0.9080 -2.8756
H 2.1194 1.2638 -4.3478
H 3.1781 -0.0548 -4.8923
C 11.9292 -2.0239 4.4218
Cl 11.6652 -3.3309 3.2603
Cl 13.5658 -1.3688 4.2954
H 11.2183 -1.2289 4.2243
H 11.7826 -2.4108 5.4259
C 20.6801 1.6623 4.5893
Cl 18.9525 1.3490 4.3892
Cl 21.4710 0.3664 5.4935
H 21.1386 1.7369 3.6078
H 20.8064 2.5959 5.1294
C 9.9706 5.3572 7.1241
Cl 11.3776 5.2188 6.0607
Cl 9.1845 6.9284 6.9506
H 9.2570 4.5791 6.8671
H 10.2953 5.2382 8.1540
C -12.3903 3.4529 0.7909
Cl -11.8188 1.7795 0.7559
Cl -13.5501 3.7641 -0.5034
H -12.8703 3.6396 1.7469
H -11.5389 4.1170 0.6672
C 0.6073 0.7926 -7.7163
Cl 0.3195 -0.2979 -6.3516
Cl -0.8142 1.7820 -8.0749
H 1.4376 1.4491 -7.4713
H 0.8506 0.1997 -8.5926
C -13.7725 -8.9294 -3.0138
Cl -14.3263 -10.0737 -1.7863
Cl -13.6118 -7.2992 -2.3461
H -12.8054 -9.2540 -3.3865
H -14.4930 -8.9076 -3.8258
C 16.5542 -1.0546 1.9921
Cl 17.9700 -1.1847 0.9426
Cl 15.7669 0.5198 1.8223
H 15.8444 -1.8314 1.7241
H 16.8690 -1.1798 3.0240
C 7.8988 9.1485 10.1542
Cl 9.3903 8.4577 10.8028
Cl 6.5759 9.0426 11.3217
H 8.0719 10.1929 9.9131
H 7.6208 8.6021 9.2576
C -0.9516 -7.7850 -7.8079
Cl -0.6361 -6.0480 -7.9030
Cl -2.6686 -8.1107 -7.5418
H -0.6455 -8.2499 -8.7401
H -0.3833 -8.2014 -6.9817
*
```

Results of the Löwdin charge analysis, in e, for atoms 1 through 5:
1. C -0.218
2. C -0.410
3. P 0.967
4. C -0.296
5. C -0.494